Formula: C2H11N4
Source: the Open Molecules 2025 dataset
Level of theory: ωB97M-V/def2-TZVPD

```
17
Properties=species:S:1:pos:R:3:forces:R:3:mulliken_charge:R:1
C 0.657 -0.177 -1.139 1.12 1.89 -0.33 -0.471
C 0.540 0.533 0.165 -0.04 1.64 0.37 -0.195
N -0.412 0.079 -2.073 0.31 -0.14 -1.55 -0.681
N 0.504 -1.190 1.872 -0.31 -1.29 0.86 -0.728
N -0.479 1.223 0.553 -0.17 0.70 -0.44 0.261
N -1.715 1.273 -0.026 -1.95 1.27 0.92 -0.736
H 0.654 -1.154 -0.846 -0.28 -3.08 0.68 0.419
H 1.705 -0.090 -1.534 -0.71 0.54 0.36 0.380
H 1.350 0.658 0.865 0.42 -0.26 -0.53 0.510
H -0.302 -0.546 -2.882 -0.25 -0.26 0.69 0.269
H -0.257 0.957 -2.555 -0.02 0.46 0.33 0.238
H 0.652 -2.075 2.371 0.04 -0.16 -0.66 0.260
H -0.517 -1.096 1.898 0.40 0.27 0.27 0.261
H -0.542 1.793 1.412 0.90 -0.73 -0.43 0.312
H 0.934 -0.572 2.550 -0.35 0.54 0.10 0.266
H -1.963 2.172 -0.416 0.34 0.85 0.77 0.273
H -1.869 0.720 -0.807 0.54 -2.24 -1.41 0.362
```
Positions in Å, forces in eV/Å.

Results
HOMO level, eV: -14.157
Charge: +1
Orbital gap, eV: 10.406